(w)
Formula: C4H13NO
Source: the Open Molecules 2025 dataset
Level of theory: ωB97M-V/def2-TZVPD

Geometry (Å):
C 1.1524 0.1405 2.1035
C 1.2304 0.2453 0.5821
C 0.5783 -0.8897 -0.1998
C 0.9826 -0.7835 -1.6681
N -0.8737 -0.7611 -0.0272
H 0.1548 -0.1601 2.4227
H 1.8758 -0.5915 2.4689
H 1.3780 1.1056 2.5582
H 2.2458 0.5021 0.2672
H 0.6904 1.1529 0.2842
H 0.8070 -1.8266 0.3116
H 0.4069 -1.4949 -2.2503
H 0.6774 0.1898 -1.9884
H 2.0562 -0.8994 -1.8083
H -1.3575 -1.2464 -0.7618
H -1.1639 0.2122 -0.0296
O -2.4416 1.6506 -0.5768
H -2.5356 1.9091 -1.4898
H -3.2381 1.5486 -0.0610

Output
Gap between HOMO and LUMO (eV): 9.403
SMILES: CC[C@H](C)N.O

***

(x)
Formula: C4H13NO
Source: the Open Molecules 2025 dataset
Level of theory: ωB97M-V/def2-TZVPD

Geometry (Å):
C 1.9997 0.9612 -0.4924
C 0.6575 0.2266 -0.8378
N -0.3504 0.1795 0.2210
C 0.2157 -0.3677 1.4848
C -0.8996 1.5428 0.4468
H 2.4958 1.1847 -1.4411
H 1.8378 1.7439 0.2170
H 2.7063 0.1855 -0.2009
H 0.8394 -0.7810 -1.2198
H 0.1333 0.5783 -1.7806
H 1.2862 -0.6304 1.4377
H -0.5525 -1.1060 1.7705
H 0.2832 0.3570 2.3192
H -1.8531 1.3766 0.9631
H -0.2279 2.3219 0.7863
H -1.1988 1.8865 -0.5661
O -1.4547 -2.3551 -0.7815
H -1.1347 -1.6101 -0.2546
H -2.3314 -2.3083 -1.1893

Output
Gap between HOMO and LUMO (eV): 9.962
SMILES: CCN(C)C.O

***

It turns out (w) is the most stable, with the second structure 29.0 kcal/mol higher.

***

(w)
Formula: C4H13NO
Source: the Open Molecules 2025 dataset
Level of theory: ωB97M-V/def2-TZVPD

Geometry (Å):
C -0.5617 0.8081 0.6394
C 0.4066 0.0975 -0.3189
N 0.2694 -1.3620 -0.5776
C -0.8384 -1.4384 -1.4990
C 1.4001 -1.8399 -1.2575
H -0.0227 1.7368 0.8918
H -0.7273 0.2343 1.5667
H -1.5424 1.0758 0.2115
H 0.4118 0.7419 -1.2190
H 1.3754 0.2348 0.1989
H -1.6788 -0.8330 -1.1198
H -1.1925 -2.4707 -1.6589
H -0.5150 -1.0233 -2.4683
H 1.6079 -1.2833 -2.1869
H 1.2899 -2.9091 -1.5050
H 2.2607 -1.7230 -0.5776
O -0.6467 2.9205 3.6819
H -1.3635 3.4725 3.2950
H 0.0672 3.5604 3.9032

Output
Gap between HOMO and LUMO (eV): 9.689
SMILES: CCN(C)C.O

***

(x)
Formula: C4H13NO
Source: the Open Molecules 2025 dataset
Level of theory: ωB97M-V/def2-TZVPD

Geometry (Å):
C -0.5135 -1.7587 -0.7312
N 0.6472 -0.8860 -0.2061
C 0.6141 0.5272 -0.5166
C 0.6621 0.5747 -2.0598
C -0.7061 1.1845 -0.0503
H -1.4917 -1.1901 -0.5490
H -0.4441 -1.8064 -1.7405
H -0.2031 -2.6253 -0.2553
H 1.4791 -1.3411 -0.5878
H 1.4577 0.8539 0.0732
H 0.6372 1.6365 -2.4892
H 1.5218 0.0185 -2.4942
H -0.2273 0.0370 -2.4530
H -0.6866 2.2718 -0.1721
H -1.3740 0.5617 -0.7643
H -1.1508 1.1519 0.9443
O -0.0047 -0.1059 4.5749
H -0.2709 0.2215 5.4135
H 0.0537 0.6744 4.0634

Output
Gap between HOMO and LUMO (eV): 9.335
SMILES: CNC(C)C.O

***

It turns out (w) is the most stable, with the second structure 24.6 kcal/mol higher.